Entry 1:
This record from the Open Molecules 2025 dataset describes 11 unconnected molecules or ions with the total composition C42H104N2O20. The level of theory is wB97M-V/def2-TZVPD.

Last column: Löwdin charge in e.
Element x y z (Å)
C (-2.21, -5.37, -4.72)  -0.157
O (-1.17, -5.62, -5.59)  -0.183
C (-0.07, -6.31, -4.97)  -0.174
C (1.10, -6.88, -5.82)  -0.154
O (0.68, -8.07, -6.49)  -0.184
C (-0.31, -8.09, -7.40)  -0.165
H (-2.94, -4.79, -5.28)  0.092
H (-1.96, -4.77, -3.85)  0.082
H (-2.76, -6.22, -4.30)  0.086
H (-0.41, -7.17, -4.39)  0.124
H (0.35, -5.54, -4.31)  0.117
H (2.05, -7.04, -5.32)  0.129
H (1.30, -6.13, -6.58)  0.118
H (-1.24, -8.50, -7.03)  0.089
H (-0.07, -8.84, -8.16)  0.083
H (-0.41, -7.17, -7.97)  0.096
C (-9.29, -0.43, 5.17)  -0.116
O (-9.38, 0.02, 3.84)  -0.178
C (-10.59, -0.38, 3.19)  -0.210
C (-10.77, 0.12, 1.74)  -0.192
O (-9.77, -0.22, 0.81)  -0.161
C (-9.66, -1.61, 0.63)  -0.122
H (-8.29, -0.22, 5.53)  0.088
H (-9.32, -1.52, 5.20)  0.082
H (-10.08, -0.01, 5.80)  0.088
H (-11.38, 0.07, 3.80)  0.120
H (-10.74, -1.45, 3.25)  0.107
H (-10.74, 1.21, 1.72)  0.126
H (-11.75, -0.10, 1.32)  0.125
H (-9.71, -2.13, 1.59)  0.068
H (-8.71, -1.86, 0.15)  0.092
H (-10.44, -2.20, 0.13)  0.085
C (-2.52, 6.98, -1.35)  -0.101
O (-3.24, 8.12, -1.83)  -0.172
C (-2.72, 8.59, -3.06)  -0.226
C (-3.49, 9.81, -3.52)  -0.219
O (-3.49, 10.87, -2.59)  -0.175
C (-4.06, 12.09, -3.04)  -0.104
H (-3.00, 6.71, -0.41)  0.081
H (-1.48, 7.17, -1.07)  0.088
H (-2.67, 6.05, -1.91)  0.085
H (-2.80, 7.84, -3.84)  0.123
H (-1.66, 8.82, -2.93)  0.123
H (-4.50, 9.42, -3.64)  0.123
H (-3.15, 10.14, -4.51)  0.124
H (-5.08, 11.92, -3.36)  0.083
H (-3.54, 12.54, -3.89)  0.080
H (-4.04, 12.81, -2.22)  0.087
C (-6.26, -6.41, -0.33)  -0.062
O (-6.62, -6.42, -1.77)  -0.185
C (-7.02, -7.69, -2.27)  -0.238
C (-7.76, -7.52, -3.55)  -0.255
O (-8.10, -8.77, -4.05)  -0.180
C (-8.87, -8.66, -5.30)  -0.072
H (-6.83, -7.14, 0.24)  0.077
H (-6.38, -5.36, -0.08)  0.082
H (-5.24, -6.71, -0.09)  0.073
H (-7.63, -8.28, -1.58)  0.121
H (-6.15, -8.34, -2.40)  0.126
H (-7.04, -7.10, -4.25)  0.130
H (-8.60, -6.86, -3.33)  0.133
H (-8.35, -8.13, -6.10)  0.080
H (-9.79, -8.10, -5.14)  0.082
H (-9.02, -9.68, -5.63)  0.086
C (8.39, 2.53, -1.38)  -0.139
O (9.32, 3.52, -1.08)  -0.183
C (8.96, 4.86, -1.42)  -0.179
C (10.07, 5.88, -1.12)  -0.213
O (11.26, 5.64, -1.87)  -0.189
C (12.22, 6.68, -1.60)  -0.096
H (7.48, 2.59, -0.78)  0.083
H (8.80, 1.55, -1.16)  0.086
H (8.12, 2.49, -2.44)  0.084
H (8.06, 5.17, -0.89)  0.125
H (8.88, 4.86, -2.51)  0.124
H (10.38, 5.79, -0.08)  0.121
H (9.62, 6.86, -1.31)  0.122
H (13.06, 6.51, -2.27)  0.084
H (12.49, 6.54, -0.55)  0.087
H (11.89, 7.68, -1.88)  0.083
C (3.17, 5.25, -3.37)  -0.094
O (3.84, 6.40, -3.89)  -0.173
C (4.19, 6.29, -5.24)  -0.235
C (4.91, 7.62, -5.55)  -0.189
O (4.22, 8.86, -5.39)  -0.168
C (3.08, 8.98, -6.21)  -0.128
H (2.14, 5.16, -3.71)  0.085
H (3.06, 5.43, -2.30)  0.084
H (3.68, 4.29, -3.44)  0.085
H (3.31, 6.16, -5.86)  0.113
H (4.81, 5.43, -5.50)  0.125
H (5.32, 7.64, -6.56)  0.119
H (5.75, 7.59, -4.85)  0.124
H (2.78, 10.03, -6.12)  0.091
H (2.23, 8.34, -5.98)  0.079
H (3.24, 8.71, -7.25)  0.082
C (4.63, -2.88, -2.50)  -0.168
O (4.06, -2.37, -3.61)  -0.187
C (2.99, -1.49, -3.22)  -0.186
C (2.27, -0.99, -4.48)  -0.159
O (2.94, 0.15, -5.11)  -0.184
C (4.15, -0.27, -5.70)  -0.136
H (3.90, -3.44, -1.92)  0.086
H (5.01, -2.09, -1.85)  0.091
H (5.42, -3.58, -2.77)  0.096
H (3.45, -0.70, -2.63)  0.128
H (2.23, -1.89, -2.56)  0.118
H (1.30, -0.62, -4.12)  0.118
H (2.05, -1.73, -5.25)  0.125
H (5.00, -0.41, -5.03)  0.083
H (4.24, 0.54, -6.41)  0.089
H (4.14, -1.20, -6.28)  0.085
C (3.36, 1.96, 7.70)  -0.082
O (2.95, 1.09, 8.79)  -0.193
C (1.62, 0.58, 8.68)  -0.203
C (1.22, -0.46, 9.73)  -0.236
O (1.16, 0.01, 11.03)  -0.171
C (-0.12, 0.59, 11.34)  -0.096
H (2.68, 2.79, 7.54)  0.084
H (3.54, 1.32, 6.83)  0.084
H (4.30, 2.35, 8.10)  0.086
H (1.38, 0.14, 7.71)  0.117
H (0.90, 1.40, 8.77)  0.114
H (2.00, -1.21, 9.88)  0.129
H (0.32, -0.97, 9.39)  0.120
H (-0.66, -0.16, 11.92)  0.084
H (-0.72, 0.91, 10.48)  0.081
H (-0.04, 1.47, 11.98)  0.083
C (-2.68, -1.21, 5.98)  -0.122
O (-1.78, -2.16, 5.43)  -0.163
C (-2.58, -3.29, 5.08)  -0.208
C (-1.79, -4.45, 4.38)  -0.144
O (-1.47, -4.03, 3.01)  -0.202
C (-0.55, -4.78, 2.32)  -0.157
H (-2.14, -0.26, 6.01)  0.087
H (-3.04, -1.45, 6.98)  0.086
H (-3.56, -1.05, 5.35)  0.082
H (-3.34, -2.98, 4.37)  0.119
H (-3.02, -3.89, 5.88)  0.120
H (-2.44, -5.33, 4.37)  0.117
H (-0.91, -4.70, 4.97)  0.122
H (-0.26, -4.23, 1.43)  0.082
H (-1.00, -5.71, 1.97)  0.087
H (0.39, -4.89, 2.87)  0.090
C (5.42, -2.95, 5.90)  -0.002
C (6.72, -2.75, 5.05)  -0.553
O (6.60, -2.38, 3.88)  0.009
N (7.88, -3.12, 5.57)  0.022
C (8.23, -3.61, 6.93)  -0.066
H (5.46, -2.61, 6.93)  0.070
H (5.05, -3.96, 5.71)  0.081
H (4.72, -2.32, 5.34)  0.070
H (8.65, -2.94, 4.95)  0.139
H (9.08, -4.28, 6.94)  0.080
H (7.43, -4.13, 7.45)  0.074
H (8.41, -2.81, 7.65)  0.076
C (0.63, -0.02, 1.58)  -0.005
C (-0.58, 0.55, 0.90)  -0.577
O (-0.43, 1.48, 0.14)  0.039
N (-1.73, -0.15, 1.06)  0.000
C (-2.98, 0.06, 0.37)  -0.072
H (1.55, 0.27, 1.06)  0.088
H (0.61, -1.11, 1.64)  0.068
H (0.51, 0.31, 2.62)  0.087
H (-1.70, -1.04, 1.54)  0.128
H (-3.01, 0.94, -0.28)  0.087
H (-3.82, 0.15, 1.06)  0.076
H (-3.13, -0.85, -0.20)  0.081

Summary:
**Highest occupied orbital energy**: -9.42 eV
**E_LUMO**: 0.0 eV
**Gap between HOMO and LUMO**: 9.47 eV

Entry 2:
This record from the Open Molecules 2025 dataset describes a molecular structure, C42H105BF4N7Na2O14. The level of theory is wB97M-V/def2-TZVPD.

Last column: Löwdin charge in e.
Element x y z (Å)
Na (-1.11, -6.36, 2.90)  0.921
Na (2.63, -4.34, -3.15)  0.909
B (-1.19, -1.79, -0.05)  -1.341
F (-1.38, -1.93, 1.31)  0.111
F (-2.09, -0.77, -0.52)  0.042
F (0.07, -1.40, -0.38)  0.120
F (-1.40, -2.98, -0.71)  0.087
C (-8.98, 4.21, 1.13)  -0.123
O (-8.10, 4.71, 2.09)  -0.203
C (-7.53, 3.68, 2.94)  -0.211
C (-6.66, 4.38, 3.99)  -0.221
N (-7.52, 5.21, 4.80)  -0.072
C (-6.75, 5.93, 5.81)  -0.194
C (-7.57, 6.87, 6.75)  -0.223
O (-6.67, 7.48, 7.65)  -0.185
C (-7.35, 8.22, 8.65)  -0.127
H (-8.38, 3.50, 0.56)  0.084
H (-9.30, 4.96, 0.40)  0.086
H (-9.87, 3.79, 1.60)  0.089
H (-6.96, 2.96, 2.35)  0.117
H (-8.26, 3.11, 3.50)  0.118
H (-5.97, 5.00, 3.41)  0.119
H (-6.15, 3.59, 4.55)  0.123
H (-7.97, 5.89, 4.20)  0.106
H (-6.11, 6.62, 5.26)  0.114
H (-6.13, 5.27, 6.42)  0.121
H (-8.28, 6.33, 7.37)  0.118
H (-8.09, 7.64, 6.18)  0.120
H (-6.91, 9.14, 9.03)  0.086
H (-7.76, 7.60, 9.46)  0.086
H (-8.26, 8.69, 8.29)  0.074
C (7.33, -3.92, -0.97)  -0.104
O (7.23, -4.80, -2.06)  -0.218
C (7.95, -5.98, -1.96)  -0.241
C (8.21, -6.58, -3.35)  -0.175
N (7.01, -7.31, -3.83)  -0.072
C (7.17, -7.88, -5.09)  -0.212
C (8.20, -9.09, -5.03)  -0.204
O (9.54, -8.64, -5.09)  -0.212
C (10.48, -9.66, -5.30)  -0.106
H (6.93, -2.94, -1.23)  0.093
H (8.33, -3.84, -0.55)  0.088
H (6.73, -4.49, -0.26)  0.085
H (7.52, -6.64, -1.21)  0.124
H (8.91, -5.63, -1.59)  0.117
H (9.18, -7.07, -3.34)  0.114
H (8.35, -5.70, -3.98)  0.126
H (6.94, -8.04, -3.13)  0.098
H (7.51, -7.12, -5.79)  0.124
H (6.27, -8.29, -5.55)  0.106
H (7.97, -9.81, -5.82)  0.111
H (8.12, -9.67, -4.11)  0.117
H (10.27, -10.21, -6.21)  0.086
H (10.52, -10.40, -4.49)  0.087
H (11.45, -9.17, -5.40)  0.093
C (-0.61, -2.53, 10.17)  -0.123
O (0.53, -3.00, 9.51)  -0.193
C (0.30, -3.14, 8.12)  -0.198
C (1.57, -3.87, 7.53)  -0.192
N (1.27, -5.27, 7.29)  -0.078
C (2.54, -6.02, 7.02)  -0.199
C (2.39, -7.51, 7.21)  -0.201
O (2.09, -7.88, 8.60)  -0.198
C (2.03, -9.26, 8.88)  -0.118
H (-1.03, -1.69, 9.62)  0.086
H (-0.47, -2.21, 11.21)  0.091
H (-1.33, -3.35, 10.22)  0.085
H (0.35, -2.12, 7.76)  0.117
H (-0.64, -3.60, 7.81)  0.120
H (2.51, -3.82, 8.07)  0.112
H (1.83, -3.44, 6.57)  0.109
H (0.83, -5.71, 8.08)  0.098
H (3.37, -5.64, 7.61)  0.116
H (2.78, -5.83, 5.97)  0.112
H (3.35, -7.97, 6.97)  0.114
H (1.72, -8.02, 6.52)  0.109
H (1.80, -9.55, 9.90)  0.091
H (3.00, -9.71, 8.66)  0.084
H (1.27, -9.70, 8.22)  0.081
C (0.44, -5.96, -6.76)  -0.084
O (0.95, -4.62, -6.54)  -0.215
C (0.49, -3.62, -7.46)  -0.221
C (0.87, -2.20, -7.04)  -0.231
N (2.29, -1.97, -6.99)  -0.069
C (2.63, -0.56, -6.80)  -0.191
C (4.14, -0.30, -6.88)  -0.221
O (4.66, -0.50, -8.17)  -0.188
C (5.62, 0.37, -8.67)  -0.118
H (0.84, -6.59, -5.97)  0.077
H (0.72, -6.31, -7.75)  0.086
H (-0.65, -6.02, -6.79)  0.085
H (-0.56, -3.66, -7.73)  0.129
H (1.10, -3.75, -8.36)  0.119
H (0.27, -1.96, -6.17)  0.128
H (0.49, -1.67, -7.92)  0.119
H (2.65, -2.33, -7.86)  0.110
H (2.23, -0.23, -5.84)  0.122
H (2.10, -0.01, -7.58)  0.118
H (4.63, -1.04, -6.26)  0.116
H (4.39, 0.69, -6.52)  0.122
H (5.85, 0.11, -9.71)  0.089
H (6.61, 0.17, -8.26)  0.083
H (5.39, 1.43, -8.57)  0.092
C (-2.48, 6.98, -5.17)  -0.122
O (-2.39, 8.13, -5.94)  -0.187
C (-1.77, 7.89, -7.16)  -0.217
C (-1.53, 9.20, -8.04)  -0.185
N (-0.78, 10.10, -7.17)  -0.075
C (-0.60, 11.38, -7.84)  -0.209
C (-0.31, 12.54, -6.83)  -0.206
O (-1.20, 12.57, -5.71)  -0.182
C (-0.86, 13.61, -4.83)  -0.129
H (-3.10, 7.14, -4.28)  0.093
H (-1.49, 6.67, -4.85)  0.089
H (-2.93, 6.14, -5.71)  0.085
H (-2.35, 7.17, -7.73)  0.114
H (-0.75, 7.54, -6.98)  0.117
H (-2.40, 9.72, -8.43)  0.103
H (-0.91, 9.10, -8.94)  0.111
H (-1.22, 10.01, -6.26)  0.100
H (-1.48, 11.69, -8.41)  0.104
H (0.23, 11.41, -8.55)  0.115
H (-0.36, 13.47, -7.39)  0.115
H (0.72, 12.35, -6.54)  0.115
H (0.07, 13.40, -4.29)  0.084
H (-1.64, 13.78, -4.09)  0.088
H (-0.68, 14.54, -5.36)  0.080
C (-7.21, -9.05, 0.19)  -0.067
O (-6.45, -7.95, -0.43)  -0.213
C (-5.36, -7.39, 0.31)  -0.197
C (-5.90, -6.52, 1.47)  -0.211
N (-5.56, -7.14, 2.75)  -0.070
C (-6.01, -6.20, 3.79)  -0.205
C (-5.79, -6.63, 5.30)  -0.184
O (-4.43, -7.06, 5.51)  -0.222
C (-4.26, -7.33, 6.91)  -0.104
H (-7.74, -8.77, 1.11)  0.078
H (-6.61, -9.95, 0.35)  0.077
H (-7.84, -9.42, -0.62)  0.086
H (-4.85, -6.71, -0.37)  0.113
H (-4.63, -8.17, 0.54)  0.109
H (-6.97, -6.36, 1.32)  0.122
H (-5.45, -5.53, 1.52)  0.114
H (-6.00, -8.04, 2.85)  0.104
H (-7.05, -5.92, 3.62)  0.114
H (-5.52, -5.23, 3.67)  0.111
H (-6.38, -7.53, 5.49)  0.118
H (-6.06, -5.77, 5.91)  0.119
H (-3.22, -7.36, 7.22)  0.078
H (-4.58, -8.37, 7.04)  0.088
H (-4.77, -6.61, 7.55)  0.088
C (4.47, 4.47, 3.38)  -0.114
O (3.72, 4.97, 2.27)  -0.198
C (2.31, 4.79, 2.41)  -0.220
C (1.65, 5.41, 1.17)  -0.181
N (1.75, 6.89, 1.24)  -0.051
C (1.73, 7.51, -0.05)  -0.245
C (2.06, 9.00, 0.05)  -0.182
O (3.38, 9.13, 0.67)  -0.206
C (3.86, 10.46, 0.62)  -0.128
H (5.55, 4.54, 3.26)  0.082
H (4.29, 3.42, 3.61)  0.079
H (4.25, 5.05, 4.28)  0.083
H (1.91, 5.18, 3.34)  0.122
H (2.20, 3.71, 2.45)  0.115
H (0.60, 5.10, 1.22)  0.113
H (2.04, 4.99, 0.24)  0.112
H (2.65, 7.17, 1.61)  0.094
H (0.78, 7.44, -0.58)  0.120
H (2.48, 7.04, -0.68)  0.115
H (1.37, 9.44, 0.77)  0.120
H (1.95, 9.48, -0.93)  0.118
H (3.95, 10.80, -0.41)  0.081
H (4.91, 10.46, 0.91)  0.084
H (3.28, 11.14, 1.25)  0.088

Summary:
**Highest occupied orbital energy**: -9.21 eV
**E_LUMO**: -4.5 eV
**Net charge**: +1
**Energy relative to the best compared isomer or geometry (same formula, charge and spin)**: 234.8 kcal per mole
**Gap between HOMO and LUMO**: 4.69 eV